(1)
{
  "formula": "C48H96O12",
  "method": "wB97M-V/def2-TZVPD",
  "elements": ["C", "C", "C", "O", "C", "H", "H", "H", "H", "H", "H", "H", "H", "C", "C", "C", "O", "C", "H", "H", "H", "H", "H", "H", "H", "H", "C", "C", "C", "O", "C", "H", "H", "H", "H", "H", "H", "H", "H", "C", "C", "C", "O", "C", "H", "H", "H", "H", "H", "H", "H", "H", "C", "C", "C", "O", "C", "H", "H", "H", "H", "H", "H", "H", "H", "C", "C", "C", "O", "C", "H", "H", "H", "H", "H", "H", "H", "H", "C", "C", "C", "O", "C", "H", "H", "H", "H", "H", "H", "H", "H", "C", "C", "C", "O", "C", "H", "H", "H", "H", "H", "H", "H", "H", "C", "C", "C", "O", "C", "H", "H", "H", "H", "H", "H", "H", "H", "C", "C", "C", "O", "C", "H", "H", "H", "H", "H", "H", "H", "H", "C", "C", "C", "O", "C", "H", "H", "H", "H", "H", "H", "H", "H", "C", "C", "C", "O", "C", "H", "H", "H", "H", "H", "H", "H", "H"],
  "positions_angstrom": [[5.7546, -2.5963, 2.0111], [5.1774, -3.8947, 1.4322], [4.6043, -3.4030, 0.1272], [4.0218, -2.1367, 0.4391], [4.8419, -1.4963, 1.3984], [6.8167, -2.4959, 1.7870], [5.6847, -2.6389, 3.0988], [4.3748, -4.2137, 2.1002], [5.8559, -4.7348, 1.2969], [3.8715, -4.0397, -0.3733], [5.3410, -3.2705, -0.6767], [4.3054, -0.9878, 2.2037], [5.4484, -0.6914, 0.9668], [1.6710, -3.7306, -5.1282], [1.9773, -2.6138, -4.1537], [2.0148, -3.2874, -2.7916], [2.1910, -4.6865, -3.0796], [1.3746, -4.9434, -4.2090], [2.5481, -4.0622, -5.6875], [0.8921, -3.5652, -5.8728], [1.2586, -1.7908, -4.1909], [2.9297, -2.1808, -4.4675], [1.1079, -3.2767, -2.1756], [2.8761, -3.0381, -2.1694], [0.3154, -5.0276, -3.9427], [1.7132, -5.8601, -4.6906], [-3.3804, -0.0003, 3.0044], [-2.5675, -0.1538, 1.6776], [-2.5547, -1.6300, 1.3902], [-3.7325, -2.1149, 2.0341], [-3.7251, -1.4974, 3.3083], [-4.3506, 0.4663, 2.8891], [-2.7358, 0.4406, 3.7591], [-1.5552, 0.2154, 1.8568], [-3.0179, 0.3710, 0.8348], [-1.6930, -2.2502, 1.6755], [-2.6650, -1.9259, 0.3437], [-3.0673, -1.9443, 4.0553], [-4.7482, -1.4131, 3.6713], [-0.7566, 5.6859, -1.2302], [0.4020, 5.1681, -0.3866], [0.5841, 6.2151, 0.7239], [-0.6562, 6.9830, 0.7516], [-1.5424, 6.4583, -0.2168], [-1.3122, 4.8266, -1.6075], [-0.4516, 6.3095, -2.0713], [1.3540, 5.0187, -0.8982], [0.1222, 4.2162, 0.0707], [1.2874, 7.0078, 0.4632], [0.8835, 5.7207, 1.6490], [-2.1074, 7.2974, -0.6375], [-2.3082, 5.8646, 0.2966], [3.1374, 2.3098, 2.7150], [3.7746, 3.5587, 2.1000], [3.0923, 4.6733, 2.9282], [1.8723, 4.1031, 3.4280], [1.7067, 2.7645, 3.0237], [3.6067, 1.8954, 3.6120], [3.2511, 1.4397, 2.0588], [3.4959, 3.5620, 1.0463], [4.8594, 3.5027, 2.1694], [2.8143, 5.5118, 2.2876], [3.6170, 5.0011, 3.8240], [1.0195, 2.8067, 2.1620], [1.2282, 2.0363, 3.6855], [3.5574, 2.3331, -3.1555], [3.7700, 1.4513, -1.9291], [5.2941, 1.4279, -1.6955], [5.8790, 2.1318, -2.7882], [4.9299, 3.0363, -3.3037], [2.8186, 3.1180, -2.9705], [3.1288, 1.7235, -3.9517], [3.3599, 0.4416, -1.8940], [3.3286, 1.9879, -1.0834], [5.7498, 0.4609, -1.5030], [5.4535, 2.0400, -0.7965], [5.1357, 3.1514, -4.3679], [4.9770, 3.9665, -2.7295], [-3.5501, -1.6325, -3.4345], [-2.7107, -1.1420, -4.5830], [-2.1685, -2.4349, -5.1803], [-1.9602, -3.2709, -4.0399], [-2.8191, -2.8832, -2.9790], [-4.5657, -1.8862, -3.7560], [-3.6728, -0.9022, -2.6327], [-1.9492, -0.4179, -4.2811], [-3.2989, -0.5887, -5.3238], [-1.1708, -2.3853, -5.6197], [-2.8930, -2.8843, -5.8695], [-2.2622, -2.6057, -2.0695], [-3.4293, -3.6777, -2.5404], [-5.4252, 2.9941, -2.9446], [-4.2654, 2.3375, -3.7007], [-3.1289, 2.2929, -2.6963], [-3.8207, 1.9996, -1.4806], [-5.0000, 2.8265, -1.5003], [-6.3663, 2.4744, -3.1034], [-5.5024, 4.0622, -3.1465], [-3.8852, 2.8044, -4.6146], [-4.6240, 1.3401, -3.9595], [-2.5419, 3.2196, -2.7040], [-2.4045, 1.5070, -2.9131], [-4.7969, 3.7823, -1.0032], [-5.7070, 2.3152, -0.8456], [1.0673, 0.0813, 0.5395], [0.1724, 0.9174, -0.3972], [-0.4781, -0.0966, -1.3239], [-0.3667, -1.3865, -0.6881], [0.8729, -1.3427, -0.0109], [0.8212, 0.3117, 1.5745], [2.1278, 0.3110, 0.4098], [0.6851, 1.6514, -1.0228], [-0.5712, 1.4285, 0.2156], [0.0765, -0.2861, -2.2549], [-1.4936, 0.1813, -1.6065], [1.6896, -1.6052, -0.6842], [0.8622, -2.0107, 0.8531], [0.4002, -1.8351, 4.5168], [1.0921, -3.0754, 3.9858], [2.4089, -3.2026, 4.8245], [2.4005, -2.1167, 5.7336], [1.0722, -1.6031, 5.8511], [-0.6861, -1.8673, 4.6385], [0.5083, -0.9513, 3.8808], [1.4858, -2.8462, 2.9885], [0.5534, -4.0055, 3.8157], [3.2348, -3.1598, 4.1186], [2.3783, -4.1400, 5.3872], [1.0387, -0.5608, 6.1624], [0.6399, -2.2413, 6.6326], [-2.4850, 3.8995, 2.0471], [-1.7638, 3.3568, 3.2618], [-2.8725, 3.5776, 4.2818], [-4.0394, 3.1054, 3.6107], [-3.8737, 3.2886, 2.1860], [-1.9499, 3.5604, 1.1575], [-2.5759, 4.9813, 2.1459], [-0.8178, 3.8419, 3.5088], [-1.5732, 2.2818, 3.2247], [-2.9396, 4.6150, 4.6363], [-2.7432, 3.0551, 5.2344], [-4.6202, 3.9371, 1.7299], [-3.8017, 2.3104, 1.7066], [-1.6886, -4.8204, 0.0677], [-3.1960, -4.7699, 0.1726], [-3.5270, -6.2156, -0.2139], [-2.5971, -6.4656, -1.3164], [-1.3734, -5.7909, -1.0972], [-1.1920, -5.1161, 0.9932], [-1.2538, -3.8371, -0.1476], [-3.7916, -4.1464, -0.4869], [-3.4278, -4.6056, 1.2253], [-4.4716, -6.3724, -0.7322], [-3.4335, -6.9298, 0.6078], [-0.9661, -5.1836, -1.9031], [-0.6307, -6.4594, -0.6502]],
  "atomic_forces_ev_per_a": [[0.1014, -0.4086, 0.3769], [-0.1953, 0.1386, -0.0818], [-0.2317, 0.0379, -0.8671], [-0.4393, 0.2011, 0.0781], [1.2655, -0.0341, 0.6340], [-0.0897, 0.2256, -0.2858], [-0.0116, 0.2448, 0.0035], [-0.1384, -0.1834, -0.2145], [0.2349, 0.1722, 0.1185], [-0.3955, 0.0403, 0.5499], [0.5023, 0.1107, 0.3661], [-0.7212, -0.3265, -0.2394], [0.0324, -0.1796, -0.4164], [-0.3639, -1.6238, -0.2531], [-0.0465, 1.0501, -0.3628], [0.4904, -1.4607, 0.4765], [0.0928, -0.2092, -0.0815], [0.1457, 0.4213, -0.4961], [0.1593, 0.5101, -0.0297], [-0.1373, 0.2339, 0.2195], [-0.1472, -0.1578, 0.0286], [0.0990, 0.0689, 0.5316], [-0.1472, 0.8777, -0.3233], [-0.1473, 0.3671, -0.0474], [0.0105, 0.0827, 0.0766], [-0.1029, -0.1366, 0.2420], [0.7242, -1.7571, -0.6734], [0.4088, 0.6431, 0.4686], [-0.7378, -1.4812, -0.8988], [0.2294, -0.3581, 0.8232], [-0.8587, 1.6841, -0.2157], [0.3160, 0.6913, -0.0269], [-0.4473, 0.2815, 0.2402], [-0.0299, 0.1385, -0.2965], [0.0816, 0.1701, 0.0633], [0.2201, 0.5896, 0.6249], [-0.1012, 0.5236, -0.0721], [0.1366, -0.3354, -0.1821], [-0.0184, -0.9389, 0.2471], [0.3433, -0.6237, -0.2540], [0.5852, 0.1426, 0.4962], [-0.5289, 0.7986, -0.9740], [0.5810, -0.7737, 0.5079], [-1.4422, 0.7504, 0.5206], [-0.1504, 0.1880, -0.1990], [0.1368, -0.0073, 0.0848], [-0.1446, -0.0601, -0.2600], [0.0113, -0.0275, -0.0251], [0.6135, -0.4508, 0.0205], [-0.5598, 0.3615, 0.3082], [0.2567, 0.0318, -0.1271], [0.2017, -0.3099, -0.2115], [-0.0507, -1.0272, -0.5239], [-0.1024, -0.5305, 1.0304], [-0.3408, -0.5989, -0.4716], [-0.6056, 0.1909, 0.9879], [0.5053, -0.5543, -1.4683], [0.1074, 0.7947, 0.3330], [-0.5263, 0.2252, -0.3338], [-0.0505, 0.3914, -0.0367], [0.0267, 0.3639, 0.0327], [0.2531, 0.1926, 0.2193], [0.4870, 0.1040, -0.3054], [0.4003, -0.3960, -0.3432], [0.0065, 0.7898, 0.8387], [-0.4612, 0.2884, 0.5244], [0.0405, 0.1128, 1.1951], [-0.4164, 1.4336, 0.5085], [0.4770, -0.8608, -0.0898], [-0.5621, -1.3073, -0.6763], [-0.1527, -0.1920, 0.1211], [0.7767, 0.2564, -0.5719], [-0.2237, 0.0860, -0.5697], [-0.0560, -0.2838, 0.1451], [0.0704, -0.1034, -0.5531], [0.3175, -0.1650, 0.1223], [0.3191, 0.5372, 0.1573], [-0.2068, 0.1460, -0.2326], [-1.0320, -0.2348, 0.3157], [-0.1390, 0.8635, -1.2238], [0.4593, -0.0425, 0.9183], [-0.1844, -0.6307, 0.2935], [0.3550, 0.5717, 1.5456], [0.0913, 0.0566, -0.2069], [0.1371, 0.0040, 0.0171], [0.3053, -0.4297, 0.1995], [-0.0852, -0.1302, 0.0547], [-0.2705, 0.3175, -0.4153], [0.1054, -0.0043, -0.0141], [0.7371, 0.0031, -0.4371], [-0.3480, -0.3043, -1.0398], [0.3211, 0.4392, 0.0342], [0.2184, -0.1522, -0.7526], [-0.5147, -0.7608, -0.0477], [0.5649, 0.6325, -0.0918], [0.3721, -0.4610, 1.3733], [-0.0538, 0.2369, -0.3315], [-0.2981, -0.1031, -0.2627], [-0.5969, 0.2128, -0.0203], [0.5081, -0.1827, -0.0180], [-0.3282, 0.2712, 0.4136], [-0.1708, -0.1864, 0.1425], [0.2111, 0.0768, -0.1952], [-0.1845, -0.0367, -0.2354], [0.6703, 0.4451, -1.3086], [-0.0241, 0.2059, -0.0715], [0.4857, -1.0061, -0.5479], [-0.7144, 0.5808, 0.5191], [-0.0705, 0.1197, 1.3233], [-0.1719, -0.6328, 0.1056], [-0.0442, 0.2202, 0.0983], [0.1957, 0.1110, 0.3092], [-0.1304, 0.1172, -0.2613], [0.1215, 0.8476, -0.1315], [-0.1966, -0.5177, 0.3664], [0.0674, 0.0173, 0.0472], [-0.1009, -0.5156, -0.4112], [-0.8961, 0.4963, 0.2696], [1.4402, 0.2683, -1.5326], [-1.8190, -0.2898, 0.1169], [0.7307, 0.9484, -0.4679], [0.0686, -1.0791, 0.5047], [0.0365, -0.5511, 0.0750], [0.5034, -0.1836, -0.1705], [-0.4160, 0.0316, -0.1523], [-0.3491, 0.0983, 0.6942], [0.4444, 0.0625, 0.4938], [0.3999, -0.0711, -0.0562], [0.4548, -0.0318, 0.1005], [-0.5887, 0.3610, 0.0037], [0.4692, -0.3469, -0.1420], [-0.1298, 0.3163, 1.0882], [0.3523, -0.2404, 0.7087], [-0.4693, 0.4554, -0.1561], [1.3093, -0.2544, 0.3190], [-0.3359, 0.4789, -0.3554], [0.4223, 0.0405, -0.2838], [-0.1366, 0.2207, -0.0656], [-0.0358, -0.0208, -0.3714], [-0.2184, 0.2504, -0.6538], [-0.1391, -0.5738, -0.3034], [-0.3586, -0.2191, 0.2612], [-0.7096, -0.0208, -0.0117], [0.8813, 1.5197, -0.8616], [-0.4941, -1.7135, 1.1997], [0.5284, 0.2671, -1.6023], [-0.0705, -0.3390, -0.1421], [-0.1297, 0.4761, 2.4858], [-0.4147, -0.3017, 0.1304], [-0.1135, 0.0221, -0.0309], [0.5306, 0.5696, 0.0646], [-0.5239, 0.3861, -0.2042], [-0.3285, 0.1516, 0.5071], [0.3080, -0.0690, -0.0450], [-0.3727, -0.6469, -0.6742], [0.2226, -0.3146, -0.8246]],
  "smiles": "C1CCOC1.C1CCOC1.C1CCOC1.C1CCOC1.C1CCOC1.C1CCOC1.C1CCOC1.C1CCOC1.C1CCOC1.C1CCOC1.C1CCOC1.C1CCOC1",
  "de_lowest_kj_mol": 298.4,
  "spin_multiplicity": 1,
  "molar_mass_g_mol": 865.28
}

---

(2)
{
  "formula": "C15H25Br3CaCl2FNO5",
  "method": "wB97M-V/def2-TZVPD",
  "elements": ["C", "C", "C", "Cl", "C", "C", "C", "O", "C", "N", "C", "O", "C", "O", "C", "H", "H", "H", "H", "H", "H", "H", "H", "H", "H", "H", "H", "H", "H", "H", "H", "H", "H", "F", "C", "Br", "Br", "Br", "H", "Ca", "O", "C", "O", "C", "C", "C", "H", "H", "H", "H", "H", "H", "Cl"],
  "positions_angstrom": [[0.5459, -0.8060, -2.1589], [-0.9394, -0.3966, -1.7669], [-1.1873, 1.1294, -1.4462], [-0.7832, 2.1778, -2.8958], [-0.4916, 1.6006, -0.0742], [-0.8614, 0.6256, 1.0757], [-0.1628, 0.9033, 2.4443], [0.2116, 2.2537, 2.6852], [1.0925, -0.0308, 2.6839], [2.3981, 0.6287, 2.4705], [1.0642, 1.9971, -0.2298], [1.3808, 3.2724, 0.2747], [0.2345, 4.0458, 0.1024], [0.2436, 5.2094, 0.0217], [-1.0125, 3.1020, 0.0227], [1.3055, 0.0226, -2.0921], [0.8277, -1.7025, -1.5615], [0.5496, -1.1590, -3.2297], [-1.5729, -0.6303, -2.6638], [-1.3619, -1.0308, -0.9542], [-2.2871, 1.2507, -1.2907], [-1.9833, 0.6301, 1.1564], [-0.6039, -0.4316, 0.8134], [-0.9035, 0.6398, 3.2495], [-0.5092, 2.7581, 3.0886], [1.0545, -0.3087, 3.7762], [0.9975, -1.0030, 2.1297], [2.9975, 0.5610, 3.2797], [2.8836, 0.2876, 1.5797], [1.5248, 1.9923, -1.2762], [1.5651, 1.1290, 0.2688], [-1.4563, 3.2143, 1.0490], [-1.8617, 3.3981, -0.6274], [2.1322, 4.2382, -1.8884], [-2.4838, 3.3924, -6.4414], [-2.4064, 1.4619, -6.3181], [-3.9198, 4.1232, -5.3820], [-0.7847, 4.2046, -5.9997], [-2.6928, 3.6365, -7.4768], [1.4688, 1.6715, -3.7713], [0.1571, -2.6442, 0.8577], [0.0214, -3.6852, 1.4390], [-1.1254, -4.4091, 1.4255], [-0.9929, -5.5375, 2.3062], [0.5002, -5.7643, 2.4398], [1.0531, -4.3533, 2.3148], [-1.4633, -5.2902, 3.2610], [-1.5027, -6.3981, 1.8753], [0.7780, -6.2662, 3.3659], [0.8588, -6.3739, 1.6067], [1.0862, -3.8400, 3.2778], [2.0327, -4.3420, 1.8424], [4.3844, 0.8460, 1.3612]],
  "atomic_forces_ev_per_a": [[-0.9005, -0.2519, -0.6056], [-0.2167, 0.6342, -1.5589], [0.1691, -2.5753, 2.3746], [-1.2881, 0.1244, 0.5260], [0.1732, 3.1889, -2.6755], [-0.2449, -0.0182, -0.5487], [-0.4548, -0.5497, 1.0353], [-0.1533, 0.0472, -0.2624], [0.5421, 0.1322, 1.5997], [-4.9836, -1.5456, 0.2512], [0.7805, -2.4971, 0.4162], [-2.3320, -0.7627, -0.0186], [0.4707, -2.4537, -0.7197], [-0.2778, 1.7406, 0.4272], [-0.3831, -0.3901, 2.5932], [-0.4942, -0.8820, 0.8526], [0.3621, 0.9964, -0.2542], [-0.0370, 0.2212, 0.7593], [0.4097, 0.1494, 0.7388], [0.6433, 0.6551, -0.4183], [0.8588, 0.1345, -0.4779], [0.8022, 0.1867, 0.0897], [-0.0587, 0.9448, 0.1233], [0.4113, -0.1048, -0.8220], [0.1237, -0.4322, -0.1053], [-0.2744, 0.1270, -0.8230], [-0.1367, 0.9784, 0.2606], [-0.0172, -0.1326, -0.4130], [-1.3066, 0.2643, 2.0698], [-0.8180, 0.0740, 0.4644], [0.4167, 1.4265, 0.0468], [0.3269, 0.0121, -0.7750], [0.9596, -0.0292, -0.0635], [-0.3338, -1.5142, -2.1784], [-0.1779, 0.0204, 0.0364], [0.0373, 0.1430, -0.0091], [0.2739, -0.1436, -0.1007], [0.0175, -0.0948, 0.0863], [0.0729, -0.0498, 0.1059], [1.4190, 1.5804, 1.2893], [-0.4834, -0.3058, -0.5164], [0.2680, 0.3068, 0.2669], [0.1785, 0.2373, -0.1668], [-0.1014, -0.3542, 0.1996], [0.2488, -0.2042, 0.1368], [-0.0250, -0.5330, -0.1281], [0.0154, 0.0414, -0.0418], [-0.1232, 0.2022, -0.1005], [-0.0876, 0.0204, -0.0229], [-0.0433, 0.0016, 0.0509], [0.0826, 0.1290, -0.0967], [-0.0091, 0.3492, 0.1211], [5.6986, 0.7549, -3.0191]],
  "spin_multiplicity": 1,
  "molar_mass_g_mol": 669.06
}

---

no.,E_tot (Eh)
1,-2789.1013
2,-10437.1522